*i*
The following is a quantum chemistry calculation of a cluster of 8 separate species, C24H48O24 in total, from the OMol25 dataset.

```
! wB97M-V def2-TZVPD RIJCOSX def2/J DEFGRID3
* xyz 0 1
O 1.031 5.330 2.551
O 1.096 0.728 -0.945
O 0.705 -3.246 5.240
O -0.942 5.354 3.540
O 4.974 -7.093 -5.641
O -1.064 4.593 -5.004
O -4.303 -5.804 2.516
O 6.352 -6.438 -3.905
O 4.021 -6.233 -3.774
O -0.222 5.693 -3.254
O 5.794 6.208 -1.834
O -3.723 -1.567 1.525
O 3.928 5.378 -2.175
O -4.069 0.468 2.433
O -0.666 4.352 1.464
O 0.707 -1.452 -1.528
O -6.133 -6.104 1.192
O -1.480 3.779 -2.981
O -0.729 -0.470 -0.060
O -4.462 -5.277 0.197
O -3.558 -1.261 3.760
O 5.611 4.753 -3.711
O -0.476 -1.307 5.846
O 0.558 -1.599 3.797
C -7.067 -6.388 2.218
C 0.704 1.967 -0.387
C 7.216 6.404 -1.938
C 0.471 -3.897 6.486
C 0.212 -0.369 -0.853
C 0.491 -0.253 3.354
C -4.886 -5.726 1.448
C -3.098 -4.768 -0.071
C -1.543 3.973 -1.580
C -0.281 4.988 2.371
C 3.925 -5.906 -2.340
C 5.227 -6.502 -4.372
C -2.380 5.379 3.491
C 5.175 5.379 -2.677
C -3.732 -0.828 2.454
C -3.865 1.215 1.254
C 0.218 -2.785 -1.385
C 3.622 -7.129 -6.167
C 0.198 -1.942 5.037
C -3.710 -2.610 4.137
C 1.919 4.826 1.541
C -0.352 5.406 -5.829
C 2.810 4.960 -2.882
C -0.878 4.759 -3.683
H 7.628 6.463 -0.930
H 1.592 5.136 0.548
H -0.547 0.081 3.334
H 7.265 7.458 -2.214
H 3.544 -7.511 -7.185
H 1.369 -4.389 6.861
H -2.644 4.609 2.765
H 1.882 5.046 -2.317
H 1.009 -0.061 2.414
H -8.022 -6.138 1.756
H 0.825 1.869 0.692
H -0.331 2.178 -0.658
H 1.961 3.738 1.577
H 1.056 0.266 4.128
H 3.169 -6.139 -6.110
H 2.905 5.191 1.826
H 1.324 2.767 -0.792
H -0.643 4.361 -1.104
H -2.265 4.761 -1.365
H -2.936 -3.885 0.547
H 3.197 -5.105 -2.213
H -0.810 5.169 -6.789
H -4.158 2.248 1.444
H 3.055 -7.957 -5.741
H -4.337 0.694 0.422
H -3.045 -4.460 -1.115
H 7.778 5.768 -2.622
H -3.207 -3.265 3.426
H 2.724 5.416 -3.868
H -0.313 6.457 -5.542
H 2.937 3.879 -2.948
H -2.821 5.157 4.462
H -0.638 -2.765 -0.711
H -6.944 -7.437 2.489
H -3.123 -2.807 5.034
H -6.767 -5.878 3.133
H -0.333 -4.603 6.279
H 0.117 -3.263 7.299
H -4.702 -3.042 4.271
H -1.934 3.107 -1.046
H 4.854 -5.510 -1.929
H 0.960 -3.518 -1.068
H 3.652 -6.821 -1.814
H -0.209 -3.177 -2.308
H -2.493 -5.632 0.205
H 0.665 5.033 -5.703
H -2.803 6.348 3.229
H -2.790 1.225 1.075
*
```

Its LUMO energy is 0.36 eV. The SMILES is COC(=O)OC.COC(=O)OC.COC(=O)OC.COC(=O)OC.COC(=O)OC.COC(=O)OC.COC(=O)OC.COC(=O)OC.



*ii*
The following is a quantum chemistry calculation of a cluster of 8 separate species, C24H48O24 in total, from the OMol25 dataset.

```
! wB97M-V def2-TZVPD RIJCOSX def2/J DEFGRID3
* xyz 0 1
O -0.264 3.632 2.431
O -3.076 7.645 -1.311
O 0.220 -2.065 0.521
O 0.586 -0.164 -3.856
O -0.799 -0.373 -0.302
O 4.906 -3.585 2.110
O 1.851 -1.240 -2.332
O -4.386 2.217 -3.365
O -2.463 3.094 2.454
O -0.833 1.561 2.492
O 6.412 -3.603 -3.447
O 5.186 -1.616 1.367
O -5.465 1.466 -1.540
O -4.512 5.928 -1.473
O 1.290 -0.084 0.468
O -1.199 -4.454 5.774
O 5.006 -3.670 -5.153
O 0.719 -3.511 5.902
O -5.956 3.432 -2.539
O -0.007 -2.146 -2.903
O -0.272 -3.717 3.867
O 4.153 -1.826 3.341
O -2.270 5.658 -1.426
O 4.206 -3.348 -3.116
C 0.321 -0.774 0.313
C -1.293 2.801 2.440
C 4.398 -4.532 3.037
C -2.287 -5.042 5.096
C -5.266 2.304 -2.382
C 1.891 -2.931 5.332
C 4.668 -2.290 2.365
C 5.301 -3.548 -3.865
C 5.043 -0.177 1.424
C -0.224 -3.900 5.061
C -1.732 0.485 2.766
C -1.342 -2.080 -3.367
C -0.913 0.982 -0.701
C -6.754 3.815 -1.436
C -2.371 4.294 -1.052
C 4.424 -3.113 -1.745
C -3.645 1.021 -3.480
C 3.659 -3.544 -5.580
C -0.555 5.003 2.146
C -3.398 6.362 -1.449
C 1.282 -2.690 1.221
C 2.759 -0.161 -2.199
C 0.791 -1.099 -3.122
C -4.150 8.561 -1.178
H 2.173 -2.893 0.625
H -1.968 -2.640 -2.680
H -1.351 3.945 -0.880
H -7.220 4.769 -1.676
H -2.093 -6.078 4.806
H -3.732 9.491 -0.810
H 3.502 -3.244 -1.179
H -2.718 3.726 -1.919
H -1.733 -1.059 -3.380
H -0.042 1.545 -0.372
H 2.508 -3.684 4.857
H 4.618 -2.049 -1.568
H 5.674 0.231 0.645
H 0.917 -3.632 1.621
H 3.385 -2.501 -5.747
H 4.691 -5.527 2.720
H 1.559 -2.168 4.629
H 0.417 5.439 1.941
H -2.939 1.111 -4.303
H -1.404 -2.420 -4.401
H -1.844 1.478 -0.421
H 3.983 0.037 1.278
H 3.506 -0.468 -1.486
H -3.179 -5.020 5.711
H -6.227 3.990 -0.498
H -2.447 -4.540 4.140
H -2.189 0.681 3.732
H 5.295 0.141 2.434
H 5.236 -3.668 -1.283
H -4.761 8.670 -2.072
H -2.955 4.104 -0.152
H -2.358 0.197 1.924
H 2.906 -3.976 -4.926
H -1.017 5.507 2.994
H 1.560 -2.085 2.085
H 3.309 -4.477 3.058
H 3.135 0.158 -3.180
H 2.487 -2.449 6.101
H -4.241 0.128 -3.666
H -1.072 -0.378 2.883
H -3.055 0.861 -2.577
H -4.834 8.201 -0.403
H 2.258 0.779 -1.947
H 3.568 -4.052 -6.539
H 4.770 -4.293 4.035
H -7.552 3.093 -1.260
H -0.934 0.982 -1.796
H -1.226 5.056 1.292
*
```

Its LUMO energy is 0.52 eV. The SMILES is COC(=O)OC.COC(=O)OC.COC(=O)OC.COC(=O)OC.COC(=O)OC.COC(=O)OC.COC(=O)OC.COC(=O)OC.



*iii*
The following is a quantum chemistry calculation of a cluster of 8 separate species, C24H48O24 in total, from the OMol25 dataset.

```
! wB97M-V def2-TZVPD RIJCOSX def2/J DEFGRID3
* xyz 0 1
O -0.004 -2.414 -5.020
O 1.763 -5.866 2.397
O -3.133 1.729 -4.047
O -3.099 -0.726 3.481
O 5.457 -3.053 -0.022
O 0.156 0.862 -0.949
O -4.576 -2.397 2.990
O -4.622 3.386 -3.847
O 5.318 -1.561 1.634
O 0.011 -0.715 0.668
O -5.146 1.184 -4.139
O -3.496 -2.344 4.906
O 1.727 4.242 -2.303
O -1.216 4.429 4.695
O 0.882 -1.895 -6.991
O -0.911 6.487 3.541
O 3.418 -2.418 0.988
O 1.823 -1.365 -4.993
O 0.262 -4.421 2.464
O 0.339 -6.014 4.137
O 3.374 2.827 -1.901
O 2.130 2.467 -3.775
O 0.144 1.457 1.162
O -0.140 4.537 2.775
C -0.926 -3.781 2.844
C -2.102 2.676 -4.061
C 2.355 3.112 -2.771
C -6.406 1.381 -3.686
C 0.072 0.423 0.310
C -0.040 -0.064 -2.041
C -4.345 2.203 -3.887
C 0.304 1.232 2.557
C -1.824 5.070 5.786
C 0.357 5.083 1.507
C 2.542 -6.959 2.950
C -3.688 -3.678 5.241
C -0.796 5.258 3.634
C 4.831 -2.411 0.856
C 6.739 -1.316 1.797
C 0.575 4.802 -2.983
C 2.663 -3.260 0.038
C 0.733 -5.484 3.096
C -3.852 -1.839 3.772
C 3.047 -0.770 -5.508
C 3.335 3.308 -0.501
C 0.889 -1.879 -5.792
C -3.355 -0.064 2.297
C -1.179 -2.986 -5.556
H 3.067 0.311 -5.365
H -0.988 -3.693 3.929
H 0.234 4.029 -3.672
H 2.807 -6.875 4.004
H 2.027 -7.915 3.035
H 4.242 3.132 0.078
H -7.051 1.953 -4.354
H -1.652 -3.707 -4.889
H -1.834 -2.201 -5.935
H 7.140 -0.920 0.863
H -6.738 0.343 -3.702
H -1.594 2.594 -5.022
H 2.410 -4.188 0.550
H -4.360 0.339 2.424
H 0.358 6.172 1.456
H -1.784 -4.330 2.456
H 1.174 0.722 2.970
H -2.955 -3.750 6.045
H -0.894 -2.806 2.358
H 0.794 5.706 -3.552
H 2.587 2.715 0.025
H 3.255 -3.511 -0.842
H 0.969 -0.264 -2.404
H -1.105 -3.596 -6.456
H -1.091 5.231 6.576
H 3.534 -7.105 2.523
H 6.872 -0.577 2.587
H -0.151 4.568 0.691
H 1.424 4.892 1.393
H -1.387 2.492 -3.259
H 7.311 -2.204 2.066
H -2.249 6.013 5.443
H -0.509 0.606 2.924
H -0.626 0.196 -2.922
H -3.341 -4.369 4.473
H 3.874 -1.202 -4.945
H 0.265 2.176 3.099
H 3.234 -0.893 -6.575
H -2.654 0.767 2.216
H 1.668 -2.906 -0.231
H -0.294 -1.092 -1.782
H -0.133 4.972 -2.172
H -3.119 -0.761 1.492
H -4.669 -3.901 5.662
H -2.747 4.571 6.082
H 3.036 4.350 -0.394
H -6.479 1.693 -2.645
H -2.269 3.753 -4.053
*
```

Its LUMO energy is 0.32 eV. The SMILES is COC(=O)OC.COC(=O)OC.COC(=O)OC.COC(=O)OC.COC(=O)OC.COC(=O)OC.COC(=O)OC.COC(=O)OC.



*iv*
The following is a quantum chemistry calculation of a cluster of 8 separate species, C24H48O24 in total, from the OMol25 dataset.

```
! wB97M-V def2-TZVPD RIJCOSX def2/J DEFGRID3
* xyz 0 1
O 13.751 16.121 7.974
O 17.075 13.993 14.781
O 11.447 17.935 6.167
O 14.783 11.935 16.102
O 8.478 13.749 9.389
O 9.852 11.888 9.524
O 14.574 9.931 15.129
O 9.640 8.188 11.182
O 14.629 18.166 7.713
O 11.703 8.319 12.214
O 10.295 17.757 12.996
O 10.999 19.429 7.771
O 17.608 12.233 13.491
O 10.022 17.567 7.861
O 8.272 12.184 10.935
O 13.043 15.553 11.722
O 11.908 13.554 11.852
O 11.417 7.878 10.019
O 9.024 16.027 12.221
O 9.953 15.880 14.112
O 15.179 16.664 6.215
O 12.793 11.248 15.397
O 19.094 12.993 14.840
O 13.221 14.313 13.583
C 17.848 13.145 14.419
C 7.175 13.013 11.492
C 10.908 18.266 7.177
C 8.981 8.700 12.348
C 15.101 15.270 5.723
C 14.112 18.551 9.021
C 13.958 11.083 15.553
C 9.813 16.646 13.034
C 11.680 20.465 6.992
C 11.522 12.463 12.748
C 12.177 16.066 10.742
C 9.708 16.281 7.431
C 8.606 16.831 11.091
C 10.866 16.311 15.105
C 12.867 7.974 9.897
C 14.473 16.866 7.359
C 14.245 13.114 16.674
C 10.902 12.484 8.670
C 10.990 8.117 11.255
C 13.672 9.058 14.344
C 12.685 14.487 12.512
C 16.143 12.116 13.200
C 19.617 14.153 15.584
C 8.844 12.675 9.848
H 11.359 15.457 10.404
H 7.830 17.589 11.357
H 15.173 13.673 16.926
H 20.111 13.688 16.443
H 10.639 12.079 12.268
H 14.720 19.412 9.339
H 13.068 9.037 9.959
H 6.556 12.215 11.897
H 13.392 9.649 13.428
H 20.290 14.631 14.923
H 9.137 7.981 13.153
H 13.420 7.517 10.784
H 13.683 12.750 17.532
H 7.963 8.869 11.953
H 8.869 16.391 6.666
H 12.404 11.801 12.971
H 9.425 17.352 10.603
H 9.412 9.709 12.574
H 16.074 12.345 12.143
H 7.654 13.579 12.290
H 11.380 13.360 9.089
H 13.623 13.609 15.934
H 10.679 15.666 15.978
H 9.519 15.628 8.313
H 14.233 15.120 5.030
H 6.648 13.583 10.723
H 11.587 21.382 7.545
H 10.453 12.773 7.724
H 13.057 18.774 8.865
H 18.779 14.745 15.788
H 11.867 16.240 14.631
H 12.757 16.222 9.719
H 12.731 20.177 6.750
H 14.239 8.208 14.013
H 11.709 11.752 8.452
H 11.119 12.808 13.746
H 10.610 17.361 15.350
H 11.749 16.999 11.026
H 15.902 11.010 13.364
H 13.017 7.567 8.923
H 12.800 8.810 14.981
H 15.059 14.651 6.637
H 11.136 20.629 6.052
H 16.079 15.131 5.278
H 14.240 17.622 9.645
H 15.636 12.883 13.780
H 8.242 16.054 10.429
H 10.617 15.825 6.921
*
```

Its LUMO energy is 0.43 eV. The SMILES is COC(=O)OC.COC(=O)OC.COC(=O)OC.COC(=O)OC.COC(=O)OC.COC(=O)OC.COC(=O)OC.COC(=O)OC.



The least stable of the structures above is *i*, whereas *ii* is the most stable.